# 1
Computed, not measured: an isolated molecule of C4H6O2, with wB97M-V/def2-TZVPD.

```
12
Properties=species:S:1:pos:R:3
O 0.58 1.41 1.11
C 0.55 0.56 -0.01
C 0.65 -0.92 0.42
C -0.70 -1.16 -0.25
O -1.37 -2.14 -0.44
C -0.86 0.31 -0.63
H 0.37 2.30 0.82
H 1.30 0.85 -0.75
H 0.62 -1.03 1.51
H 1.48 -1.50 0.01
H -0.97 0.50 -1.70
H -1.66 0.81 -0.08
```

DFT total energy	-8339.181	eV
relative energy (zero: lowest compared OMol25 entry of this formula, charge and spin)	1.2798	eV
structure (SMILES)	O=C1CC(O)C1

Need the natural (NBO) charges? In units of e they are:
1 O -0.71
2 C 0.10
3 C -0.55
4 C 0.62
5 O -0.51
6 C -0.56
7 H 0.47
8 H 0.17
9 H 0.25
10 H 0.24
11 H 0.24
12 H 0.24

***

# 2
Computed, not measured: an isolated molecule of C4H6O2 in a non-equilibrium geometry, with wB97M-V/def2-TZVPD.

```
12
Properties=species:S:1:pos:R:3
C 0.67 1.19 -1.00
C 0.00 0.64 0.33
C -1.02 -0.38 -0.04
O -0.83 -1.15 -0.96
C 0.52 -0.53 1.53
O 0.08 -0.45 2.65
H 1.74 1.22 -0.95
H 0.38 0.54 -1.84
H 0.32 2.20 -1.28
H -1.75 -0.55 0.76
H -0.37 1.45 0.98
H 1.03 -1.49 1.24
```

DFT total energy	-8338.121	eV
relative energy (zero: lowest compared OMol25 entry of this formula, charge and spin)	2.3406	eV
structure (SMILES)	CC(C=O)C=O

Need the natural (NBO) charges? In units of e they are:
1 C -0.63
2 C -0.37
3 C 0.39
4 O -0.53
5 C 0.44
6 O -0.50
7 H 0.22
8 H 0.24
9 H 0.22
10 H 0.13
11 H 0.23
12 H 0.15

***

# 3
Computed, not measured: a 2-piece molecular cluster, C4H6O2 overall, with wB97M-V/def2-TZVPD.

```
12
Properties=species:S:1:pos:R:3
O 1.69 -1.28 0.53
C 0.62 -1.33 -0.26
C -1.08 -0.32 0.40
C -1.29 1.07 0.01
O -2.19 1.78 -0.39
C 0.15 0.99 -0.16
H 2.43 -0.78 0.16
H 0.86 -0.94 -1.27
H -0.88 -0.52 1.45
H -1.70 -1.06 -0.10
H 0.62 1.27 -1.11
H 0.76 1.11 0.73
```

DFT total energy	-8333.854	eV
relative energy (zero: lowest compared OMol25 entry of this formula, charge and spin)	6.6069	eV

Need the natural (NBO) charges? In units of e they are:
1 O -0.68
2 C 0.08
3 C -0.42
4 C 0.48
5 O -0.52
6 C -0.48
7 H 0.46
8 H 0.10
9 H 0.25
10 H 0.26
11 H 0.23
12 H 0.24

***

# 4
Computed, not measured: an isolated molecule of C4H6O2, with wB97M-V/def2-TZVPD.

```
12
Properties=species:S:1:pos:R:3
C 1.11 -0.82 0.01
C 0.46 0.48 0.61
O 0.10 1.46 -0.37
C -1.09 0.74 -0.71
C -0.93 -0.09 0.58
O -1.52 -0.94 1.19
H 1.55 -1.38 0.83
H 0.39 -1.53 -0.45
H 1.81 -0.53 -0.77
H 0.99 0.95 1.45
H -0.95 0.26 -1.68
H -2.00 1.34 -0.70
```

DFT total energy	-8338.231	eV
relative energy (zero: lowest compared OMol25 entry of this formula, charge and spin)	2.2300	eV
structure (SMILES)	C[C@H]1OCC1=O

Need the natural (NBO) charges? In units of e they are:
1 C -0.64
2 C -0.02
3 O -0.52
4 C -0.19
5 C 0.58
6 O -0.52
7 H 0.23
8 H 0.22
9 H 0.23
10 H 0.22
11 H 0.20
12 H 0.21

***

# 5
Computed, not measured: an isolated molecule of C4H6O2, with wB97M-V/def2-TZVPD.

```
12
Properties=species:S:1:pos:R:3
O 1.78 -0.67 -0.89
C 0.39 -0.71 -0.64
C 0.02 -0.39 0.83
C -0.99 0.72 0.60
O -0.56 1.36 -0.64
C -0.08 0.50 -1.49
H 2.00 0.26 -1.00
H 0.01 -1.68 -0.97
H -0.43 -1.24 1.36
H 0.91 -0.07 1.38
H -1.14 1.48 1.36
H -1.96 0.29 0.32
```

DFT total energy	-8336.972	eV
relative energy (zero: lowest compared OMol25 entry of this formula, charge and spin)	3.4893	eV

Need the natural (NBO) charges? In units of e they are:
1 O -0.68
2 C -0.06
3 C -0.48
4 C -0.10
5 O -0.46
6 C 0.26
7 H 0.47
8 H 0.20
9 H 0.23
10 H 0.23
11 H 0.21
12 H 0.19

***

# 6
Computed, not measured: an isolated molecule of C4H6O2 in a non-equilibrium geometry, with wB97M-V/def2-TZVPD.

```
12
Properties=species:S:1:pos:R:3
C -0.52 0.02 -0.20
C 0.58 -0.81 -0.06
C -1.82 -0.32 -0.15
C 1.82 -0.30 0.18
O -2.83 0.56 0.06
O 1.99 1.00 -0.16
H -0.49 1.11 -0.34
H 0.30 -1.91 0.29
H -2.14 -1.43 -0.05
H 2.76 -0.79 0.44
H -2.59 1.45 0.05
H 2.92 1.41 -0.06
```

DFT total energy	-8337.833	eV
relative energy (zero: lowest compared OMol25 entry of this formula, charge and spin)	2.6281	eV
structure (SMILES)	O/C=C\C=C\O

Need the natural (NBO) charges? In units of e they are:
1 C -0.35
2 C -0.31
3 C 0.18
4 C 0.14
5 O -0.68
6 O -0.71
7 H 0.20
8 H 0.22
9 H 0.17
10 H 0.18
11 H 0.48
12 H 0.49

***

# 7
Computed, not measured: a 2-piece molecular cluster, C4H6O2 overall in a non-equilibrium geometry, with wB97M-V/def2-TZVPD.

```
12
Properties=species:S:1:pos:R:3
C -0.47 -0.70 -0.58
C -0.53 0.79 -0.41
C 0.70 1.45 -0.24
O 1.82 0.88 -0.26
C 0.17 -1.35 0.68
O -0.28 -2.33 1.25
H -1.49 -1.17 -0.76
H 0.20 -0.95 -1.46
H -1.43 1.37 -0.70
H -0.56 0.36 1.73
H 0.64 2.62 -0.14
H 1.22 -0.97 0.89
```

DFT total energy	-8334.956	eV
relative energy (zero: lowest compared OMol25 entry of this formula, charge and spin)	5.5053	eV

Need the natural (NBO) charges? In units of e they are:
1 C -0.59
2 C -0.15
3 C 0.28
4 O -0.55
5 C 0.41
6 O -0.50
7 H 0.24
8 H 0.25
9 H 0.24
10 H 0.04
11 H 0.14
12 H 0.18

***

# 8
Computed, not measured: an isolated molecule of C4H6O2, with wB97M-V/def2-TZVPD.

```
12
Properties=species:S:1:pos:R:3
O 0.86 2.19 -0.01
C 0.47 1.05 0.06
C -0.97 0.56 0.14
C -0.82 -0.92 -0.20
O 0.47 -1.30 0.28
C 1.36 -0.22 0.07
H -1.64 1.13 -0.51
H -1.32 0.70 1.18
H -1.54 -1.57 0.30
H -0.88 -1.08 -1.29
H 1.89 -0.30 -0.90
H 2.11 -0.22 0.86
```

DFT total energy	-8339.572	eV
relative energy (zero: lowest compared OMol25 entry of this formula, charge and spin)	0.8892	eV
structure (SMILES)	O=C1CCOC1

Need the natural (NBO) charges? In units of e they are:
1 O -0.51
2 C 0.58
3 C -0.56
4 C -0.07
5 O -0.52
6 C -0.19
7 H 0.24
8 H 0.24
9 H 0.20
10 H 0.17
11 H 0.19
12 H 0.22

***

# 9
Computed, not measured: C4H6O2 as an isolated structure in a non-equilibrium geometry, with wB97M-V/def2-TZVPD.

```
12
Properties=species:S:1:pos:R:3
O -0.18 1.52 2.75
C 0.75 1.42 2.10
C -1.20 -0.42 0.21
C -0.73 -0.35 -1.04
C 0.34 -1.30 -0.59
O -0.27 -1.28 0.74
H 1.53 1.95 -0.52
H -2.00 -0.02 0.83
H 1.06 1.59 -0.97
H -0.98 0.15 -1.96
H 1.37 -0.94 -0.54
H 0.30 -2.32 -1.00
```

DFT total energy	-8336.759	eV
relative energy (zero: lowest compared OMol25 entry of this formula, charge and spin)	3.7021	eV

Need the natural (NBO) charges? In units of e they are:
1 O -0.51
2 C 0.52
3 C 0.13
4 C -0.36
5 C -0.08
6 O -0.51
7 H 0.00
8 H 0.20
9 H -0.01
10 H 0.23
11 H 0.20
12 H 0.20

***

# 10
Computed, not measured: a 2-piece molecular cluster, C4H6O2 overall in a non-equilibrium geometry, with wB97M-V/def2-TZVPD.

```
12
Properties=species:S:1:pos:R:3
C -2.10 -0.86 -1.19
C 0.83 -0.77 -1.31
C 0.35 0.03 -0.39
C 0.26 1.06 1.66
O -2.23 -1.96 -1.28
O 1.08 0.41 0.65
H 1.87 -1.12 -1.09
H 0.42 -1.15 -2.24
H -0.55 0.66 -0.45
H 0.69 1.03 2.63
H -0.68 0.55 1.59
H 0.07 2.12 1.42
```

DFT total energy	-8337.986	eV
relative energy (zero: lowest compared OMol25 entry of this formula, charge and spin)	2.4747	eV

Need the natural (NBO) charges? In units of e they are:
1 C 0.49
2 C -0.51
3 C 0.11
4 C -0.25
5 O -0.49
6 O -0.52
7 H 0.21
8 H 0.22
9 H 0.18
10 H 0.20
11 H 0.18
12 H 0.18

***

Q: What is the relative energy (zero: lowest compared OMol25 entry of this formula, charge and spin) in the third record?
A: 6.6069 eV

***

Q: Which formula does entry 9 have?
A: C4H6O2

***

Q: The lowest DFT total energy belongs to which entry?
A: number 8

***

Q: Which formula does entry 2 have?
A: C4H6O2